[1]
ORCA calculation (wB97M-V/def2-TZVPD) on C8H22CsN2O2 as an isolated structure in a non-equilibrium geometry.

Net charge: +1
E: -16269.6449 eV
HOMO level: -12.64 eV
2S+1: 1
Kohn-Sham gap: 9.6 eV
Energy relative to the best compared isomer or geometry (same formula, charge and spin): 0.833 eV
LUMO energy: -3.00 eV

Last column: Mulliken charge in e.
Element x y z (Å)
1 Cs 1.308381 0.458411 -0.493476  1.0718
2 C 1.309518 -1.192401 3.545357  -1.5235
3 C 1.225423 -2.013973 2.255487  0.6711
4 C 1.404084 -3.493724 2.437818  -0.9277
5 O 1.420100 -4.092364 1.164043  -0.3054
6 C 0.934905 -5.423018 1.132273  -0.7260
7 N -0.073327 -1.604216 1.588747  -0.7006
8 H 2.383855 -1.071386 3.739281  0.3985
9 H 0.918373 -1.792831 4.368937  0.3348
10 H 0.924540 -0.179386 3.526014  0.3791
11 H 1.904567 -1.544229 1.540818  0.1746
12 H 0.550213 -3.855387 3.032395  0.4000
13 H 2.309462 -3.770082 2.987859  0.4001
14 H 0.982547 -5.748750 0.099142  0.2371
15 H -0.046084 -5.475419 1.617786  0.3291
16 H 1.567690 -6.100969 1.723968  0.3078
17 H -0.758124 -2.060683 2.205615  0.2702
18 H -0.151351 -2.227850 0.778705  0.2416
19 C -1.073330 2.835976 -4.291144  -1.3863
20 C -0.995812 2.301618 -2.836773  0.4759
21 C -1.290246 3.381648 -1.791760  -0.6723
22 O -0.716818 3.027166 -0.539411  -0.2608
23 C -0.421774 4.174914 0.243807  -0.8128
24 N -1.885913 1.102177 -2.697477  -0.5643
25 H -0.455578 3.729363 -4.379357  0.3852
26 H -2.102779 3.086883 -4.551107  0.3400
27 H -0.745038 2.046326 -4.966444  0.4157
28 H 0.014210 1.908987 -2.671846  -0.2346
29 H -2.344221 3.667897 -1.703440  0.2962
30 H -0.777128 4.284629 -2.153251  0.4060
31 H -1.024205 5.064839 0.075074  0.3471
32 H 0.637035 4.452373 0.120534  0.3264
33 H -0.476127 3.863881 1.291946  0.2619
34 H -1.662544 0.701637 -3.607863  0.3110
35 H -2.794497 1.557932 -2.792252  0.3331

Force components x, y, z for each atom (eV/Å):
Cs -0.434 0.077 0.126
C 1.638 -1.097 0.229
C -1.089 2.747 -0.672
C -0.084 -0.299 -0.103
O -0.155 0.160 -0.273
C 0.522 -0.152 0.815
N 0.078 -1.979 0.539
H -0.136 -0.077 0.343
H -0.254 0.403 0.145
H -0.545 -0.154 -0.286
H 0.944 -0.748 0.162
H -0.009 -0.033 -0.045
H 0.082 0.251 0.080
H -0.422 -0.029 -0.022
H -0.212 -0.040 -0.549
H 0.148 0.155 -0.120
H -0.384 0.755 -0.187
H 0.025 0.127 -0.115
C 0.058 0.057 1.051
C -0.559 -0.238 -0.065
C 1.105 0.245 -0.728
O -0.461 0.197 -0.214
C 1.179 -0.428 1.014
N 0.860 1.406 -0.352
H 0.059 -0.072 -0.344
H -0.012 0.077 0.040
H 0.141 0.182 -0.134
H 0.152 0.477 0.003
H -0.099 -0.425 0.050
H -0.049 -0.003 0.058
H -0.351 -0.256 -0.178
H -0.188 0.140 -0.355
H -0.388 0.184 -0.093
H -0.854 -0.805 0.214
H -0.303 -0.806 -0.035

[2]
ORCA calculation (wB97M-V/def2-TZVPD) on C8H22CsN2O6S as an isolated structure in a non-equilibrium geometry.

Net charge: -1
E: -35298.1983 eV
HOMO level: -1.73 eV
2S+1: 1
Kohn-Sham gap: 2.3 eV
Energy relative to the best compared isomer or geometry (same formula, charge and spin): 4.518 eV
LUMO energy: 0.53 eV

Last column: Mulliken charge in e.
Element x y z (Å)
1 Cs -0.234791 -2.053602 -3.029114  0.9407
2 S -4.390781 -2.306592 -0.256864  1.0596
3 O -5.451011 -2.580162 0.776946  -0.8048
4 O -3.076991 -2.026732 0.297526  -0.7172
5 O -4.251421 -3.506192 -1.044394  -0.7622
6 O -4.821691 -1.263082 -1.149984  -0.7277
7 C -0.532491 -4.467822 4.222436  -1.3489
8 C 0.754759 -3.838292 3.804786  0.3098
9 C 1.957929 -4.657892 4.408806  -0.5883
10 O 1.835559 -4.927972 5.836296  -0.3398
11 C 1.999299 -3.826292 6.694416  -0.6611
12 N 0.744919 -3.807862 2.330516  -0.7603
13 H -1.351031 -3.957232 3.715106  0.5060
14 H -0.611511 -4.500022 5.309086  0.2730
15 H -0.599461 -5.489662 3.848996  0.3485
16 H 0.700659 -2.817352 4.182756  0.2245
17 H 2.921889 -4.202552 4.181756  0.3214
18 H 1.931879 -5.620652 3.898416  0.2948
19 H 1.604099 -4.142062 7.659926  0.2239
20 H 1.451909 -2.955152 6.334426  0.2924
21 H 3.042699 -3.530292 6.803016  0.2833
22 H -0.121161 -3.328462 2.130056  0.3104
23 H 0.601119 -4.767832 2.051436  0.3150
24 C 1.829989 4.562368 -2.920674  -1.3918
25 C 0.340029 4.434238 -3.406394  0.3970
26 C 0.147009 4.939018 -4.843894  -0.5779
27 O -0.382741 6.260148 -4.976614  -0.3129
28 C -0.360501 6.766328 -6.326384  -0.6996
29 N -0.066011 3.065828 -3.129384  -0.7603
30 H 1.897139 4.260118 -1.875574  0.3554
31 H 2.157709 5.597828 -3.012944  0.3491
32 H 2.481679 3.865128 -3.447234  0.3410
33 H -0.251741 5.135838 -2.818454  0.2505
34 H -0.460581 4.168918 -5.319164  0.3105
35 H 1.082469 4.767058 -5.376294  0.3357
36 H 0.649529 6.788278 -6.735614  0.3064
37 H -0.757521 7.770848 -6.180044  0.2410
38 H -1.061321 6.286878 -7.009824  0.2913
39 H -0.988331 2.826538 -3.464304  0.2808
40 H -0.361191 3.078408 -2.163564  0.2906

Force components x, y, z for each atom (eV/Å):
Cs -0.906 -0.034 0.694
S -2.695 -1.566 1.325
O 1.081 0.753 0.039
O 2.581 1.207 1.616
O 0.690 -3.297 -2.125
O -0.580 2.965 -1.442
C -0.585 -0.600 0.450
C 0.268 -0.557 0.411
C -0.841 0.689 0.199
O 0.044 -0.210 -1.435
C -0.200 0.010 -0.304
N 1.133 0.330 0.614
H -0.228 0.210 0.514
H -0.453 0.081 -0.026
H 0.169 -0.284 0.090
H 0.578 0.206 -0.138
H 0.108 0.242 0.073
H 0.039 -0.215 0.263
H 0.056 0.163 0.015
H -0.180 0.114 0.107
H 0.272 -0.058 0.003
H -0.183 0.123 -0.617
H -0.129 -0.189 -0.339
C -1.160 -0.070 -0.070
C 1.060 1.622 0.543
C 0.122 -1.438 -0.458
O 0.578 -1.064 -0.319
C -0.463 0.398 1.311
N -0.715 -0.581 0.190
H -0.097 0.167 0.124
H 0.182 -0.077 -0.081
H -0.047 0.177 -0.352
H -0.074 0.174 0.268
H -0.876 0.231 -0.293
H 0.481 0.783 -0.186
H 0.034 -0.041 -0.031
H 0.330 0.171 -0.310
H 0.094 -0.567 0.083
H -0.242 0.244 -1.166
H 0.753 -0.213 0.762

[3]
ORCA calculation (wB97M-V/def2-TZVPD) on C8H22CsN2O6S as an isolated structure in a non-equilibrium geometry.

Net charge: -1
E: -35297.8086 eV
HOMO level: -1.19 eV
2S+1: 1
Kohn-Sham gap: 1.8 eV
Energy relative to the best compared isomer or geometry (same formula, charge and spin): 4.907 eV
LUMO energy: 0.65 eV

Last column: Mulliken charge in e.
Element x y z (Å)
1 Cs -11.805964 -20.058302 14.037606  0.8880
2 S -10.429108 -23.158753 18.526785  1.1109
3 O -9.684002 -22.387182 19.499018  -0.7599
4 O -11.559762 -22.383914 18.040297  -0.7385
5 O -9.574187 -23.594717 17.426859  -0.7807
6 O -10.790036 -24.342839 19.248559  -0.7468
7 C -16.418343 -24.870268 16.947398  -1.3180
8 C -16.335159 -24.009965 15.693202  0.2199
9 C -17.757463 -23.861458 14.945880  -0.7104
10 O -18.198873 -25.105947 14.468676  -0.2846
11 C -19.540742 -25.017701 14.045263  -0.8284
12 N -15.961294 -22.650332 15.968380  -0.6855
13 H -17.283805 -24.568235 17.537184  0.2866
14 H -15.486132 -24.701512 17.486486  0.4451
15 H -16.501327 -25.943407 16.775396  0.3000
16 H -15.589550 -24.448181 15.029772  0.3461
17 H -17.661886 -23.206964 14.079503  0.3742
18 H -18.463169 -23.464927 15.675854  0.3386
19 H -19.917843 -25.933639 13.590350  0.2860
20 H -19.719972 -24.228370 13.315237  0.3202
21 H -20.318673 -24.696554 14.737932  0.3421
22 H -16.560234 -22.287721 16.696316  0.2582
23 H -15.031191 -22.694783 16.359579  0.3136
24 C -10.545506 -15.615390 8.836389  -1.5674
25 C -10.888292 -15.998771 10.240463  0.4372
26 C -12.392585 -16.328767 10.477422  -0.6832
27 O -12.723153 -16.294510 11.874348  -0.3407
28 C -12.541855 -15.049943 12.489421  -0.7760
29 N -10.083782 -17.091323 10.799541  -0.5494
30 H -10.915316 -14.617999 8.598592  0.3882
31 H -10.853110 -16.390914 8.134923  0.3424
32 H -9.456025 -15.588562 8.816663  0.3913
33 H -10.693081 -15.092821 10.814255  0.2863
34 H -12.532914 -17.313747 10.032169  0.3208
35 H -13.004726 -15.577337 9.978692  0.3726
36 H -13.150035 -15.169812 13.386001  0.2623
37 H -12.836254 -14.119868 12.003231  0.3296
38 H -11.511828 -14.905758 12.815519  0.3089
39 H -9.174418 -16.778753 11.108521  0.2594
40 H -9.865117 -17.786854 10.100607  0.2410

Force components x, y, z for each atom (eV/Å):
Cs 0.144 -0.338 0.595
S 1.848 -0.583 0.912
O 1.563 2.606 1.020
O -2.380 1.356 -1.437
O 1.054 0.219 -2.410
O -2.406 -3.130 1.164
C 0.076 0.001 -0.176
C -2.296 -0.438 -1.093
C 2.160 -0.786 0.520
O -1.262 -0.531 0.189
C -0.707 0.295 -0.831
N 0.616 0.453 -0.077
H 0.070 0.100 0.279
H -0.120 -0.070 0.345
H -0.055 0.047 -0.286
H -0.148 0.065 -0.296
H 0.100 0.469 0.151
H -0.163 0.252 0.114
H 0.551 -0.228 0.140
H 0.678 0.185 -0.721
H 0.418 -0.328 1.281
H -0.037 0.158 0.230
H 0.302 0.380 0.284
C 0.534 -0.341 -0.229
C -0.816 0.099 1.179
C 1.389 0.864 0.286
O -0.085 -0.642 -1.636
C 0.068 -0.270 1.533
N 0.056 -0.028 0.116
H -0.190 -0.208 -0.312
H -0.202 0.213 -0.306
H 0.087 0.195 -0.326
H 0.175 -0.137 0.378
H -0.557 -0.120 0.450
H -0.158 -0.036 -0.305
H 0.068 0.482 0.169
H -0.371 -0.300 -0.763
H 0.214 -0.034 0.007
H 0.027 0.289 0.149
H -0.247 -0.180 -0.286